(1)
92
Properties=species:S:1:pos:R:3:forces:R:3 method="wB97M-V/def2-TZVPD" total_charge=-2 gap_ev=5.207 total_energy_ha=-5902.38575 homo_energy_ev=-1.75 relative_energy_kcal_mol=19.4
Ca -0.896473 0.064639 -1.858749 0.00 -0.75 -0.28
S 2.117702 2.437761 -8.379718 -0.04 -0.04 0.10
C 1.509195 1.755947 -6.973857 0.00 0.00 -0.02
S -0.074169 1.144378 -6.799583 -0.24 -0.11 -0.05
C -0.004926 0.581156 -5.135258 -0.55 -0.11 -0.14
C 1.173830 0.802022 -4.520921 0.38 0.09 0.36
S 1.647918 0.429092 -2.867267 0.18 0.00 -0.23
S 2.388363 1.583376 -5.522693 0.19 0.00 0.21
S -1.458604 -0.185523 -4.510785 0.12 0.10 -0.37
C -0.660545 -3.820311 2.142244 -0.37 -0.28 0.03
N -1.892335 -3.832838 1.371538 0.23 0.02 0.21
C -3.065405 -4.455007 1.788945 0.63 0.03 0.10
C -3.961833 -4.251798 0.815808 -0.17 0.35 -0.43
N -3.361623 -3.504184 -0.184070 -0.11 0.06 -0.13
B -4.139428 -2.991096 -1.428748 -0.26 0.07 -0.02
N -4.515343 -1.445727 -1.301080 0.26 0.27 0.33
C -4.738231 -0.712804 -2.467694 0.31 -0.61 0.33
C -5.119513 0.526282 -2.135027 -0.25 0.32 0.56
N -5.161698 0.569016 -0.744168 0.21 0.09 0.17
C -5.483346 1.752428 0.044931 -0.05 -0.48 -0.43
C -4.768421 -0.642025 -0.213121 -0.37 -0.06 -0.81
S -4.744673 -0.972254 1.476461 0.09 0.08 -0.73
C -2.075748 -3.262252 0.144527 -0.07 -0.34 0.39
S -0.793047 -2.582444 -0.811384 -0.59 -0.21 0.35
H -0.863623 -3.471023 3.156022 -0.03 -0.01 -0.04
H 0.039197 -3.153424 1.670170 0.23 0.26 -0.19
H -0.219737 -4.820609 2.183313 -0.05 0.04 -0.02
H -3.139748 -4.964450 2.738717 0.06 0.12 -0.16
H -5.001453 -4.537004 0.752975 0.21 0.14 -0.05
H -3.453705 -3.139199 -2.420552 -0.21 0.15 0.13
H -5.191002 -3.623756 -1.474103 0.23 0.05 0.01
H -4.584590 -1.148305 -3.442787 0.07 0.00 0.14
H -5.372339 1.376131 -2.747227 0.09 -0.02 0.10
H -6.075587 2.426980 -0.570555 -0.01 0.00 -0.03
H -4.586229 2.261780 0.366682 0.35 0.14 0.06
H -6.043146 1.445988 0.919454 -0.11 -0.06 0.14
C -2.094987 4.824829 4.615429 0.09 -0.06 -0.12
C -0.743825 4.765662 4.294009 -0.04 -0.13 -0.13
C -0.290077 3.890726 3.305267 -0.13 0.05 0.09
C -1.181312 3.057914 2.627993 -0.17 -0.17 0.16
C -2.535392 3.112214 2.978449 -0.05 -0.02 0.04
C -2.991310 3.989789 3.954906 0.08 -0.02 -0.07
P -0.775025 1.907119 1.232151 0.23 0.60 -0.13
C 1.066509 2.009912 1.275458 0.07 -0.03 0.15
C 1.736843 1.436253 2.367093 0.06 0.04 -0.03
C 3.124416 1.451440 2.441575 -0.10 0.06 -0.08
C 3.868073 2.037121 1.415101 -0.08 0.01 0.07
C 3.214014 2.600285 0.329859 -0.10 -0.04 0.04
C 1.820043 2.579880 0.254164 0.14 -0.03 0.06
C -1.191198 3.005928 -0.186341 -0.24 0.13 -0.10
C -1.273134 4.402965 -0.055821 -0.02 -0.12 -0.21
C -1.645442 5.177615 -1.147877 0.07 -0.18 0.08
C -1.909140 4.556208 -2.367826 0.06 -0.08 0.14
C -1.782168 3.177567 -2.487354 0.00 -0.09 0.15
C -1.440620 2.333243 -1.402235 -0.19 0.82 0.32
H -2.447997 5.522070 5.367035 0.01 -0.05 0.01
H -0.035316 5.407478 4.807074 -0.02 -0.01 -0.04
H 0.764190 3.871493 3.054550 -0.03 -0.01 0.00
H -3.238579 2.453406 2.467972 0.10 0.08 0.12
H -4.046640 4.020835 4.204139 0.05 -0.02 -0.03
H 1.156293 0.984870 3.171398 0.09 0.01 -0.12
H 3.630386 0.994816 3.287342 -0.05 0.04 -0.07
H 4.953044 2.041610 1.464823 -0.10 -0.02 -0.01
H 3.783088 3.056220 -0.472649 -0.04 -0.09 0.00
H 1.321979 2.991636 -0.614595 0.02 0.02 0.01
H -1.047108 4.889709 0.885772 -0.04 0.01 0.03
H -1.720761 6.255567 -1.050269 0.00 -0.01 0.01
H -2.205468 5.154405 -3.222912 0.01 0.01 -0.04
H -1.970550 2.727826 -3.461667 0.02 0.01 0.04
Te 2.311921 -1.465509 0.482088 0.14 -0.31 -0.01
C 4.286813 -1.561547 1.254728 0.22 0.21 0.07
C 5.380566 -1.245005 0.443612 0.01 0.00 0.11
C 6.669392 -1.241487 0.967659 -0.12 -0.05 0.14
C 6.880937 -1.548436 2.311813 -0.21 -0.01 -0.07
C 5.798773 -1.886959 3.119120 0.00 0.06 -0.19
C 4.507827 -1.896052 2.589863 0.12 0.03 -0.01
C 2.726798 -3.180392 -0.695672 -0.18 -0.27 -0.09
C 2.822438 -4.430534 -0.075842 0.04 0.03 -0.16
C 3.040190 -5.575370 -0.836032 0.00 0.16 -0.05
C 3.153880 -5.479823 -2.223127 -0.02 0.07 0.11
C 3.055367 -4.239062 -2.840171 -0.04 0.10 0.17
C 2.844332 -3.084121 -2.081083 0.01 -0.22 0.07
H 5.216534 -0.987398 -0.600113 0.01 -0.01 0.14
H 7.509401 -0.985590 0.331214 -0.04 0.00 0.02
H 7.882040 -1.518079 2.727070 -0.03 -0.04 -0.02
H 5.956954 -2.140185 4.161922 -0.01 0.01 -0.03
H 3.662955 -2.159118 3.222385 0.11 0.05 -0.08
H 2.718419 -4.505850 1.004572 0.00 0.01 -0.15
H 3.101511 -6.543714 -0.348100 0.01 0.07 -0.04
H 3.305748 -6.376024 -2.818588 -0.02 0.10 0.06
H 3.119603 -4.159156 -3.920588 0.01 0.00 0.08
H 2.745084 -2.120144 -2.571187 -0.04 -0.03 0.03



(2)
113
Properties=species:S:1:pos:R:3:forces:R:3 method="wB97M-V/def2-TZVPD" gap_ev=7.444 total_energy_ha=-4988.74784 homo_energy_ev=-9.24
C -2.626354 3.352650 6.426653 0.79 0.05 -0.39
O -1.532802 3.997972 5.720297 -0.68 -0.75 -0.06
B -1.740154 3.843405 4.357942 -0.09 0.29 0.15
O -2.351279 4.898501 3.699558 1.02 0.12 0.27
C -1.283512 2.535913 3.532505 -0.36 1.65 0.09
C -1.671652 1.143342 4.100472 0.98 0.06 -1.39
C -2.359894 0.456553 2.886468 0.53 -0.48 0.58
I -0.662136 -0.585029 1.909080 -0.02 0.07 -0.30
C -3.414093 -0.624605 3.114498 0.12 0.10 0.03
C -4.352378 -0.356730 4.291394 -0.27 0.56 -0.36
C -5.319769 0.826313 4.032269 0.67 -0.14 -1.12
C -6.720323 0.382699 3.598307 0.16 -0.23 0.85
C -7.850471 1.324687 4.042110 2.22 -1.14 -1.35
F -7.679370 1.528875 5.340640 -0.54 0.65 1.24
F -8.982738 0.672791 3.811446 -1.39 -0.07 0.00
C -7.777462 2.642163 3.245752 -1.48 -0.17 0.26
F -6.769854 3.362849 3.625650 1.49 0.87 1.06
F -7.568483 2.354716 1.983645 -0.21 -0.64 -1.53
S -9.322198 3.734703 3.299773 0.53 1.57 0.50
F -8.797023 4.510568 2.020748 -0.10 -0.13 -0.46
F -10.125890 2.731328 2.409410 -0.10 -0.60 -0.14
F -9.825162 3.082317 4.644800 -0.25 -0.61 0.05
F -8.567643 4.828863 4.178545 0.07 0.02 0.29
F -10.585852 4.665621 3.318904 -0.37 0.17 -0.08
C -2.619360 1.543798 1.848433 1.37 0.89 1.58
O -3.350353 1.503354 0.926056 -1.52 -0.69 -1.94
N -1.845485 2.670477 2.161504 0.52 -0.99 0.81
H -3.377185 3.004870 5.706670 -0.22 0.09 0.28
H -3.057945 4.075398 7.111752 -0.12 -0.09 0.05
H -2.222012 2.482404 6.944466 -0.17 0.06 0.24
H -1.700427 5.301548 3.105803 -0.67 -0.06 -0.38
H -0.194248 2.671235 3.455660 0.00 -0.44 0.14
H -0.716608 0.644641 4.199522 -0.13 -0.24 0.79
H -2.164699 1.131101 5.064094 -0.44 0.12 -0.19
H -2.903593 -1.568149 3.275708 -0.01 -0.07 0.14
H -3.955841 -0.750225 2.172242 -0.14 0.09 0.04
H -3.769368 -0.095151 5.172212 0.05 -0.39 0.13
H -4.895946 -1.282096 4.485260 -0.06 0.05 0.21
H -5.306229 1.523351 4.866145 -0.38 -0.14 0.17
H -4.887741 1.370502 3.184661 -0.08 0.27 0.16
H -6.794036 0.134904 2.543731 0.06 0.23 -0.11
H -6.942555 -0.545759 4.131800 -0.22 0.05 0.06
H -1.121306 2.881265 1.488192 -0.41 0.15 -0.36
C 0.045486 -2.166551 -2.241626 -0.22 0.12 0.12
C 0.893907 -2.112345 -3.275912 0.14 -0.36 0.28
C 0.800463 -1.019871 -4.308247 -0.33 0.47 -0.07
O 1.609741 -0.997311 -5.220782 0.10 -0.17 0.15
C -0.257598 -0.034270 -4.169451 0.12 -0.23 -0.25
C -1.105979 -0.095127 -3.136825 -0.07 0.44 -0.48
C -0.999003 -1.162698 -2.095677 0.31 -0.38 0.21
O -1.785428 -1.143638 -1.168893 -0.28 0.07 -0.17
O -2.085416 0.790740 -2.972983 0.03 -0.33 0.36
O 1.858741 -3.018610 -3.436118 -0.02 0.51 -0.22
H 0.101558 -2.941309 -1.489494 0.03 -0.01 -0.02
H -0.321650 0.736967 -4.924045 0.00 0.02 0.03
H -2.555731 0.526891 -2.156245 0.01 0.10 0.01
H 2.346053 -2.784821 -4.250098 -0.09 -0.18 -0.13
C 3.461581 0.538351 -1.127947 -0.28 0.11 -0.09
C 4.547914 0.872994 -0.414818 0.02 -0.44 -0.23
C 4.592915 2.139811 0.398962 -0.33 0.49 0.20
O 5.584356 2.397232 1.051710 -0.20 -0.26 0.03
C 3.423035 3.014476 0.366181 0.20 -0.04 0.03
C 2.347121 2.675601 -0.351207 0.00 0.45 0.28
C 2.294255 1.403017 -1.136958 0.31 -0.52 -0.14
O 1.273620 1.147105 -1.752052 -0.12 0.23 0.12
O 1.255194 3.441907 -0.411412 -0.10 -0.37 -0.15
O 5.631534 0.108712 -0.390795 -0.13 0.33 0.42
H 3.414456 -0.369469 -1.713948 0.03 -0.02 0.03
H 3.469631 3.929324 0.940246 -0.01 0.00 0.00
H 0.629370 2.967544 -0.994812 0.02 0.04 -0.01
H 6.285703 0.566072 0.178153 0.15 -0.03 -0.26
C 8.319321 1.965699 -2.504266 -0.13 -0.05 0.28
C 8.929772 2.674591 -3.462385 -0.23 -0.43 -0.13
C 9.611284 3.978492 -3.164810 0.14 0.44 0.43
O 10.164235 4.566009 -4.074697 -0.10 -0.23 -0.20
C 9.571113 4.478336 -1.796202 0.07 0.02 -0.27
C 8.957416 3.770553 -0.840036 0.21 0.46 0.18
C 8.302340 2.456024 -1.134318 -0.10 -0.43 -0.55
O 7.777502 1.853869 -0.214546 0.54 0.19 0.15
O 8.889630 4.185824 0.422830 -0.19 -0.42 -0.08
O 8.972335 2.271021 -4.728268 0.21 0.38 0.07
H 7.826982 1.023989 -2.704937 0.02 0.00 -0.02
H 10.049364 5.426725 -1.596581 0.00 -0.01 0.02
H 8.393610 3.496603 0.908504 -0.01 0.09 0.02
H 9.471345 2.958673 -5.212410 -0.02 -0.06 -0.01
C 4.486580 -4.458063 -7.330434 -0.21 0.11 0.17
C 5.329351 -4.404341 -8.368962 0.05 -0.38 0.33
C 5.241218 -3.318739 -9.400975 -0.33 0.55 -0.21
O 6.049616 -3.316616 -10.310909 0.14 -0.29 0.11
C 4.188924 -2.323009 -9.261959 0.26 -0.15 -0.12
C 3.342241 -2.375440 -8.224085 -0.14 0.43 -0.34
C 3.447237 -3.449600 -7.180103 0.32 -0.48 0.10
O 2.657895 -3.440187 -6.253185 -0.04 0.06 -0.10
O 2.371508 -1.484557 -8.058093 0.04 -0.48 0.28
O 6.292620 -5.303334 -8.551666 0.00 0.29 -0.30
H 4.541026 -5.235277 -6.581110 0.02 0.00 -0.01
H 4.126407 -1.554571 -10.019229 -0.02 0.02 0.02
H 1.908017 -1.724271 -7.228675 0.05 0.27 0.07
H 6.756364 -5.035122 -9.369768 0.00 -0.03 0.04
C -2.568570 -5.395788 1.446257 0.03 0.21 0.15
C -2.637703 -6.699385 1.148137 -0.06 0.35 -0.34
C -2.443449 -7.758372 2.193461 0.13 -0.11 0.56
O -2.536796 -8.925307 1.864166 -0.05 0.09 -0.29
C -2.146953 -7.332946 3.556267 -0.04 -0.19 -0.17
C -2.074649 -6.030173 3.852140 0.09 -0.34 0.36
C -2.295616 -4.973240 2.811960 -0.11 0.10 -0.62
O -2.234895 -3.803758 3.146128 0.05 -0.12 0.37
O -1.804452 -5.592059 5.080966 -0.07 0.33 -0.27
O -2.882456 -7.135671 -0.084199 0.05 -0.33 0.28
H -2.708714 -4.623038 0.702616 0.00 -0.01 -0.01
H -1.991944 -8.103987 4.297647 0.00 0.02 0.01
H -1.811782 -4.616451 5.024579 0.01 -0.05 0.04
H -2.881699 -8.111753 -0.028481 -0.02 0.05 -0.05